# 1
Below is a 2-piece molecular cluster, C3HBr2NO2 overall at a distorted geometry, with properties calculated with wB97M-V/def2-TZVPD.

XYZ file:
```
9
C3HBr2NO2 wB97M-V/def2-TZVPD
C -2.1786 -0.6973 3.2978
Br -1.0689 -1.7645 0.6394
C -0.6730 0.8806 1.4142
C -0.1302 -0.0531 0.4768
N -0.9273 1.6555 2.2184
Br 1.8052 -0.0991 0.7890
O -2.9482 -0.4182 2.5311
H -0.3873 0.4096 -0.5333
O -1.4936 -1.1069 4.1072
```

The frontier orbital gap is 10.62 eV. Its charge is 0. The calculation puts the total energy at -148796.630 eV. The energy above the lowest of the compared OMol25 structures with the same formula, charge and spin is 2.9 kcal/mol. As for the SMILES: N#CC(Br)Br.O=C=O. As for the maximum force: 4.68 eV/Å.



# 2
Below is C40H33AsBLaN8O3S7 as an isolated structure at a distorted geometry, with properties calculated with wB97M-V/def2-TZVPD.

XYZ file:
```
94
C40H33AsBLaN8O3S7 wB97M-V/def2-TZVPD
C 0.7925 2.6125 5.5271
H 4.9399 -1.8954 -4.8315
N 2.1664 -2.2073 -3.0336
C -0.8760 -3.8076 -0.2747
C -4.2342 -1.9799 -3.9890
H 0.9164 -6.5201 -0.4920
H 5.8458 -1.6418 0.2578
H 2.2540 4.2438 3.2379
C 4.0759 -2.2665 -4.3016
H -0.6364 1.0924 8.1137
H 0.0115 7.9076 3.9036
N 2.4197 -1.5898 0.3939
As 0.2355 2.2613 2.5733
C -4.3225 1.0044 2.1779
C -4.0989 2.1320 2.9636
N 0.8787 -4.6006 -1.3723
H -4.4696 -0.9541 -3.5592
N 2.6854 -3.4462 -2.9611
C -1.3417 4.8726 -4.1505
S -1.2559 1.8214 -1.2236
S -2.1455 4.1100 -2.7838
O -0.7077 -1.9120 -3.5836
B 2.2137 -4.7511 -2.2126
N 1.6628 -3.4162 1.7730
H 2.0234 -5.5872 -3.0708
C -0.1598 2.4331 -3.8025
C 0.4597 2.2760 6.8220
C 0.4427 1.7416 4.4651
O -1.5362 6.0247 -4.4516
C 3.6765 -1.1160 0.0558
C -3.3129 0.2171 1.7235
C 4.8422 0.9537 -0.9801
C -0.8002 -5.1801 0.0457
H -1.8924 4.5869 1.9657
N 2.4690 0.8741 -0.6311
C 0.3806 -5.5887 -0.5756
C 2.9634 -1.4675 -3.8824
C -3.7105 -4.5207 -4.9474
C -1.8264 -1.9064 -2.9805
C 1.2887 4.8065 3.2383
C 0.0465 6.8869 3.5728
H -3.4584 -5.4958 -5.2996
H -1.0169 -0.6531 6.2723
C -1.7278 1.8344 2.5707
La 0.3703 -1.0284 -1.6809
H -3.5667 -0.6694 1.0805
S 4.2976 -3.3524 1.1632
H -2.5512 3.4805 3.5822
H -5.6699 -4.4008 -5.8278
C -5.1480 -2.6167 -4.7835
C 2.6089 -2.7524 1.0394
H 0.7125 2.9601 7.5567
N 1.7176 2.9854 -1.3096
S -0.5646 -0.3908 1.5263
H -0.1141 -0.3039 3.9832
S 0.0017 3.8609 -4.7134
H 4.2714 -4.4524 -4.0203
H 2.7274 -0.4543 -4.1945
H 1.9200 3.9649 -1.4465
C -2.9616 -2.5690 -3.7305
S 0.8107 1.0657 -3.9951
H -6.0806 -2.0929 -5.0289
H -1.6645 -3.0745 -0.0015
C 3.7120 0.1902 -0.5718
C -0.3035 1.1402 7.1117
H -5.3215 0.7542 1.8789
C -1.9666 0.5901 2.0118
O -2.0245 -1.4217 -1.7803
C -0.4958 0.2563 6.0886
C -4.9274 -3.9071 -5.2334
C -1.0107 5.0119 2.4868
C 2.7001 2.0794 -1.1303
C -0.0726 0.4922 4.7771
C 3.8152 -3.5331 -3.7644
H 0.7177 2.6747 -1.1236
H -1.7546 -4.3291 -4.1834
C 0.1280 4.2245 2.7806
H 2.9941 -5.0627 -1.3195
H -1.5991 -5.7368 0.6143
C -1.1406 2.6447 -2.7146
H 0.7464 -2.9870 1.9941
H -1.9812 6.8715 2.7132
C -1.0825 6.3265 2.9447
S 4.4015 2.5245 -1.4136
H 2.1212 6.5881 4.1518
C -2.7149 -3.8293 -4.2934
H 1.3625 3.4737 5.3036
C 1.2231 6.1480 3.6796
C 4.7940 -1.8419 0.4103
H -4.9060 2.5172 3.5745
H 5.8670 0.6590 -0.9761
C -2.7531 2.5509 3.1409
H 2.0989 -3.9336 2.5265
N 0.0948 -3.4839 -1.1462
```

The frontier orbital gap is 4.40 eV. Its charge is -2. The calculation puts the total energy at -198306.277 eV. The energy above the lowest of the compared OMol25 structures with the same formula, charge and spin is 45.3 kcal/mol. As for the maximum force: 6.34 eV/Å.



# 3
Below is C5H6O in the gas phase, with properties calculated with wB97M-V/def2-TZVPD.

XYZ file:
```
12
C5H6O wB97M-V/def2-TZVPD
C 0.0905 0.1166 1.9348
H 0.7286 0.7495 -2.1716
H -0.2566 -0.6424 -2.6748
H 0.9235 -1.1236 -0.4853
C 0.0317 -0.4819 -0.5312
H -0.0935 -0.4988 4.1164
O 0.3654 1.7468 0.2995
H -1.0164 0.7850 -1.9390
H -0.8088 -1.1355 -0.2661
C 0.1809 0.5744 0.5446
C -0.0081 -0.2244 3.0861
C -0.1372 0.1343 -1.9136
```

The frontier orbital gap is 10.74 eV. Its charge is 0. The calculation puts the total energy at -7327.592 eV. The energy above the lowest of the compared OMol25 structures with the same formula, charge and spin is 39.0 kcal/mol. As for the SMILES: C#CC(=O)CC. As for the maximum force: 0.54 eV/Å.



# 4
Below is C11H25FNO6PS in the gas phase at a distorted geometry, with properties calculated with wB97M-V/def2-TZVPD.

XYZ file:
```
46
C11H25FNO6PS wB97M-V/def2-TZVPD
H -2.2208 -2.9451 -0.9540
C -3.5189 2.3677 1.1247
H -2.7067 -1.9765 1.8259
O -3.3339 -0.3043 -2.9024
H -1.0842 -1.6746 1.2348
H 1.0758 2.9633 -1.4514
C -2.4715 -2.0783 -0.3510
H 2.4583 -2.9519 1.0638
H -4.2016 0.3293 1.3403
H 2.2667 -3.1286 -0.6929
H -3.5474 -1.9317 -0.4038
H 4.9605 -3.4690 -0.4576
O 3.4738 -1.5839 -0.1175
H 2.9534 0.5288 -1.2878
F 0.7323 2.9889 1.7675
C -1.9783 -2.2780 1.0796
C -0.6195 1.8124 -0.7295
H 1.0821 1.2537 -1.8805
H -0.6970 1.0288 0.0204
H -2.0133 2.3358 -2.3593
C 2.9769 -2.9017 0.1053
O -3.8090 0.6690 -0.6252
H -0.8849 1.0507 -2.7396
O 2.2487 4.0941 0.3000
C 0.8644 1.9613 -1.0862
C -1.5042 1.4702 -1.9464
N 1.7201 1.6069 0.0695
H -3.8318 2.9241 0.2455
H 2.9300 -0.4625 1.5576
C -3.4600 0.8808 0.7670
H 3.8181 1.2050 0.0678
C 2.6908 -0.5953 0.4971
H 3.8267 -4.8446 -0.2910
O 3.0703 2.4882 1.9843
S 2.1031 2.8773 1.0187
H -4.2733 2.5248 1.8909
C 2.8827 0.7359 -0.2228
C 4.1412 -3.8877 0.1172
H 4.4577 -4.0622 1.1425
H 1.6230 -0.8319 0.4349
H -1.6776 -3.3117 1.2249
O -1.7915 -0.9491 -0.9610
H -2.4939 0.4428 1.0024
H -2.5650 2.7414 1.4831
H -0.9682 2.7232 -0.2440
P -2.7043 0.1642 -1.6618
```

The frontier orbital gap is 10.65 eV. Its charge is 0. The calculation puts the total energy at -48430.381 eV. As for the SMILES: CCOCCN(CCCP(=O)(OCC)OCC)S(=O)(=O)F. As for the maximum force: 1.40 eV/Å.